Version i
This record from the OMol25 dataset describes C4H10N as an isolated structure. The level of theory is ωB97M-V/def2-TZVPD.

XYZ file:
```
15
C4H10N | the OMol25 dataset | ωB97M-V/def2-TZVPD
C 0.63 -0.67 -0.77
C -0.26 -0.30 0.42
C -1.72 -0.45 0.08
C -2.60 0.53 0.25
N 2.54 0.73 0.22
H 1.08 -1.65 -0.86
H 0.08 -0.43 -1.68
H 0.00 -0.95 1.27
H -0.07 0.71 0.78
H -1.96 -1.41 -0.36
H -3.62 0.58 -0.09
H -2.16 1.45 0.65
H 2.98 1.51 -0.26
H 1.79 0.11 -0.39
H 3.27 0.24 0.73
```

The LUMO energy (spin up / spin down) is 1.23 / -0.68 eV. As for the net charge: 0. As for the HOMO-LUMO gap (spin up / spin down): 0.361 / 0.314 Eh. Its multiplicity is 2.

***

Version ii
This record from the OMol25 dataset describes a 2-piece molecular cluster, C4H10N overall. The level of theory is ωB97M-V/def2-TZVPD.

XYZ file:
```
15
C4H10N | the OMol25 dataset | ωB97M-V/def2-TZVPD
C 0.62 -0.71 0.28
N -0.56 0.14 0.20
C -0.04 1.48 0.13
C 1.36 1.42 -0.55
C 1.61 -0.08 -0.69
H 0.94 -0.75 1.33
H 0.35 -1.72 0.00
H -5.71 -3.11 1.33
H -5.33 -3.68 1.01
H 0.05 1.87 1.15
H -0.73 2.11 -0.42
H 1.40 1.90 -1.52
H 2.12 1.92 0.07
H 2.64 -0.40 -0.64
H 1.29 -0.39 -1.69
```

The LUMO energy (spin up / spin down) is 1.20 / 0.05 eV. As for the net charge: 0. As for the HOMO-LUMO gap (spin up / spin down): 0.384 / 0.357 Eh. Its multiplicity is 2.

***

Name the most stable of them. version ii.